{"formula": "H12O6", "method": "ωB97M-V/def2-TZVPD", "elements": ["O", "H", "H", "O", "H", "H", "O", "H", "H", "O", "H", "H", "O", "H", "H", "O", "H", "H"], "coordinates": [[5.75132, -0.98816, -0.38612], [5.38261, -0.15271, -0.68403], [5.98800, -1.48096, -1.17705], [-2.52281, -1.58893, -3.51626], [-1.88398, -1.96356, -2.89632], [-2.04743, -0.77360, -3.72108], [7.76708, -1.20404, 1.55879], [8.15854, -2.03103, 1.25988], [6.88958, -1.23870, 1.13766], [-9.46659, 11.60326, 0.52905], [-8.72072, 12.17308, 0.32214], [-9.80214, 11.27223, -0.31186], [3.99017, 0.62338, 3.76765], [4.29965, -0.19989, 4.16487], [4.80462, 0.86976, 3.30232], [-6.22849, -7.89942, -1.21717], [-6.91352, -8.56319, -1.03867], [-5.44590, -8.45752, -1.09380]], "multiplicity": 1, "homo_energy_ev": -11.1, "smiles": "O.O.O.O.O.O", "total_charge": 0, "gap_ev": 11.454, "total_energy_ev": -12479.2616}